1.
{"formula": "C34H49ClN3O5P2PrS", "method": "ωB97M-V/def2-TZVPD", "e_lumo_ev": [4.33, 4.33], "gap_ha": [0.17523, 0.17589], "charge": -2, "max_force_ev_per_a": 3.8, "s2": 2.004, "spin_multiplicity": 3, "species": ["Pr", "C", "C", "C", "P", "C", "C", "C", "C", "C", "C", "C", "C", "C", "C", "N", "C", "C", "C", "C", "C", "C", "C", "P", "C", "C", "C", "C", "C", "C", "H", "H", "H", "H", "H", "H", "H", "H", "H", "H", "H", "H", "H", "H", "H", "H", "H", "H", "H", "H", "H", "H", "H", "H", "H", "H", "H", "H", "H", "H", "H", "H", "H", "H", "H", "H", "H", "H", "H", "H", "O", "Cl", "O", "O", "O", "O", "S", "N", "C", "C", "C", "C", "C", "C", "C", "C", "N", "H", "H", "H", "H", "H", "H", "H", "H", "H"], "coordinates": [[1.01759, 0.54670, 1.04292], [-2.08514, -0.30720, 4.61721], [-2.67980, 0.30898, 3.35533], [-2.68210, 1.83825, 3.44947], [-1.69535, -0.12856, 1.82682], [-2.92660, 0.46531, 0.52266], [-2.50718, -0.02102, -0.86694], [-4.38057, 0.08063, 0.79513], [-1.85536, -1.92569, 1.60842], [-2.82550, -2.72445, 2.20065], [-2.97409, -4.07035, 1.89195], [-3.99182, -4.93366, 2.59523], [-2.14414, -4.59280, 0.90200], [-1.15430, -3.82959, 0.31623], [-0.91466, -2.48686, 0.69700], [0.06719, -1.69841, 0.15934], [1.22332, -2.27263, -0.33789], [1.77932, -3.45105, 0.20319], [2.94033, -4.00470, -0.29379], [3.61570, -3.42689, -1.36472], [4.91333, -3.99753, -1.87483], [3.09671, -2.25457, -1.89169], [1.94254, -1.64992, -1.39771], [1.34846, -0.01123, -1.98159], [0.97355, -0.48476, -3.75991], [-0.28020, -1.36360, -3.72382], [0.73898, 0.74011, -4.64150], [2.89975, 1.04984, -2.15241], [3.97647, 0.68017, -3.17883], [2.44389, 2.51068, -2.30808], [-2.69942, -0.05085, 5.48742], [-2.03441, -1.39525, 4.54613], [-1.07918, 0.05845, 4.80216], [-3.70543, -0.05235, 3.23970], [-1.66276, 2.22295, 3.36170], [-3.27043, 2.29495, 2.65152], [-3.09380, 2.16462, 4.40890], [-2.80770, 1.55259, 0.53309], [-2.65396, -1.09948, -0.96568], [-3.10580, 0.48016, -1.63325], [-1.45769, 0.20716, -1.04386], [-4.45361, -0.96870, 1.09136], [-4.83356, 0.69867, 1.57351], [-4.97018, 0.20677, -0.11765], [-3.49985, -2.28814, 2.93253], [-4.81802, -4.33170, 2.97874], [-4.40377, -5.68509, 1.91735], [-3.54626, -5.46356, 3.44343], [-2.28500, -5.62238, 0.58422], [-0.54504, -4.26566, -0.46511], [1.29813, -3.89925, 1.06178], [3.34464, -4.90156, 0.16597], [5.13591, -4.94057, -1.37320], [4.88046, -4.17890, -2.95270], [5.73451, -3.30474, -1.67411], [3.61242, -1.79484, -2.72639], [1.80847, -1.07361, -4.15232], [-1.14809, -0.76306, -3.44126], [-0.46920, -1.81577, -4.70278], [-0.17347, -2.16398, -2.98789], [0.03024, 1.42205, -4.16503], [1.66221, 1.28871, -4.82621], [0.32926, 0.43821, -5.61140], [3.35353, 0.96234, -1.16686], [3.56674, 0.34146, -4.13371], [4.59239, 1.56218, -3.37613], [4.63411, -0.09508, -2.78564], [2.06728, 2.72094, -3.31257], [1.64778, 2.73650, -1.59413], [3.27836, 3.19088, -2.11417], [3.14242, -0.58921, 3.93505], [1.75923, -0.28101, 3.81722], [1.13663, -0.40540, 5.10098], [1.11311, -1.15931, 2.87196], [1.57681, 1.07656, 3.34103], [5.40585, -1.15176, 0.70600], [3.99253, -1.09182, 1.15125], [3.27228, 0.17592, 0.90633], [1.18064, 4.15470, 2.01228], [0.28395, 4.60986, 0.89647], [0.00595, 5.95077, 0.72485], [-0.81362, 6.41858, -0.30131], [-1.34113, 5.47589, -1.18450], [-1.09086, 4.12586, -1.05586], [-1.67191, 3.14041, -2.03858], [-0.27612, 3.59214, 0.02737], [-0.06924, 2.29744, 0.17774], [1.77384, 4.97926, 2.41468], [1.86034, 3.37788, 1.64705], [0.61066, 3.71439, 2.83899], [0.45025, 6.67478, 1.40681], [-1.01776, 7.47698, -0.42080], [-1.96881, 5.81825, -2.00738], [-2.71792, 2.90464, -1.80565], [-1.10071, 2.21294, -1.96436], [-1.63657, 3.52090, -3.06498]], "forces_ev_per_angstrom": [[-2.5, 1.6, -2.4], [-0.1, -0.1, 0.0], [0.2, -0.1, -0.1], [-0.1, -0.1, -0.1], [-1.4, 0.1, 0.1], [0.2, -0.1, -0.1], [0.0, 0.0, 0.1], [0.1, 0.1, 0.0], [0.2, 0.0, 0.0], [0.0, 0.0, -0.1], [-0.1, -0.1, 0.0], [0.1, 0.1, 0.0], [0.0, 0.1, 0.1], [0.0, 0.0, -0.1], [-0.1, 0.0, 0.0], [0.1, 0.1, 0.2], [-0.1, -0.3, -0.4], [0.0, 0.1, 0.0], [-0.1, 0.0, -0.1], [0.1, 0.0, -0.1], [-0.1, 0.1, 0.0], [-0.1, -0.1, 0.0], [-0.1, 0.0, 0.2], [0.7, -0.2, -0.9], [-0.4, 0.1, 0.3], [0.1, 0.0, 0.0], [0.1, -0.1, 0.0], [-0.2, 0.0, -0.2], [-0.1, 0.0, 0.1], [-0.1, -0.1, 0.0], [0.0, 0.0, 0.0], [0.1, 0.0, 0.0], [0.1, 0.0, 0.0], [0.0, 0.0, 0.0], [0.0, 0.0, 0.0], [0.0, 0.0, 0.0], [0.0, 0.0, 0.0], [0.1, 0.0, 0.0], [0.0, -0.1, 0.0], [0.0, 0.0, 0.0], [0.0, 0.0, -0.1], [-0.1, 0.0, 0.0], [0.0, -0.1, 0.0], [0.0, 0.0, 0.0], [0.0, 0.0, 0.0], [0.0, 0.0, 0.0], [0.0, 0.0, 0.0], [0.0, 0.0, 0.0], [0.0, 0.0, 0.0], [0.0, 0.0, 0.0], [0.0, 0.0, 0.0], [0.0, 0.0, 0.0], [0.0, 0.0, 0.0], [0.0, 0.0, 0.0], [0.0, 0.0, 0.0], [0.0, 0.0, 0.1], [0.0, 0.0, 0.1], [0.0, 0.0, 0.0], [0.0, 0.0, 0.0], [-0.1, 0.0, 0.0], [0.0, 0.0, 0.0], [0.0, 0.0, 0.0], [0.0, 0.0, 0.0], [0.0, 0.0, 0.1], [0.0, 0.0, 0.0], [0.0, 0.0, 0.0], [0.0, 0.0, -0.1], [0.0, 0.0, 0.1], [0.0, 0.1, 0.0], [0.0, 0.0, 0.0], [0.2, 0.0, -0.1], [0.6, -0.8, 2.7], [-0.1, 0.0, -0.1], [-0.1, -0.6, -0.1], [0.0, 0.8, 0.0], [-0.4, -0.3, 0.2], [1.0, 0.8, -0.5], [1.5, -0.7, 0.2], [-0.1, 0.0, -0.1], [0.1, -0.2, 0.1], [0.0, 0.1, -0.1], [0.0, 0.0, 0.0], [0.0, 0.1, 0.0], [0.1, -0.2, 0.0], [0.1, 0.1, 0.1], [-0.5, 0.5, -0.4], [0.9, -0.7, 1.1], [0.0, 0.0, 0.0], [0.1, 0.0, 0.1], [0.0, -0.1, 0.0], [0.0, -0.1, 0.0], [0.0, 0.0, 0.0], [0.0, 0.0, 0.0], [0.0, -0.1, 0.0], [0.0, 0.0, -0.1], [0.0, 0.0, 0.0]]}



2.
{"formula": "C34H50N2O4PS5Sn", "method": "ωB97M-V/def2-TZVPD", "e_lumo_ev": -2.18, "gap_ha": 0.30822, "charge": 1, "max_force_ev_per_a": 0.7, "species": ["Sn", "C", "C", "S", "C", "C", "S", "C", "C", "S", "H", "H", "H", "H", "H", "H", "H", "H", "H", "H", "H", "H", "O", "S", "O", "O", "C", "C", "C", "C", "C", "C", "P", "C", "C", "C", "C", "C", "C", "C", "C", "C", "C", "C", "C", "H", "H", "H", "H", "H", "H", "H", "H", "H", "H", "H", "H", "H", "H", "C", "N", "C", "C", "C", "N", "C", "C", "H", "H", "H", "H", "H", "H", "H", "H", "H", "H", "H", "H", "H", "H", "H", "H", "O", "S", "C", "C", "C", "C", "H", "H", "H", "H", "H", "H", "H", "H"], "coordinates": [[0.74472, -0.02019, 0.89065], [-0.53138, -3.52509, -1.78680], [0.36870, -4.45945, -0.98598], [1.08962, -3.65916, 0.49037], [2.83000, -4.16570, 0.34325], [3.59964, -3.61448, -0.84802], [3.41047, -1.81037, -1.05110], [2.92465, -1.70653, -2.79991], [1.60842, -2.36348, -3.20584], [0.15987, -1.89086, -2.18946], [-0.83829, -4.00282, -2.71784], [-1.42899, -3.28094, -1.21783], [-0.22537, -5.30740, -0.64542], [1.18721, -4.84801, -1.59086], [3.27599, -3.81779, 1.27589], [2.86394, -5.25542, 0.33479], [4.66264, -3.81237, -0.71325], [3.28689, -4.08324, -1.78014], [2.89599, -0.63394, -2.98928], [3.73887, -2.12672, -3.39180], [1.38700, -2.07872, -4.23517], [1.68321, -3.44861, -3.16882], [-0.10965, -1.68388, 2.40345], [-0.66760, -0.73814, 3.39413], [-0.20490, -0.94620, 4.73013], [-0.43751, 0.63056, 2.84505], [-2.42310, -0.92421, 3.36177], [-3.07162, -1.26645, 4.53728], [-4.45245, -1.35992, 4.55013], [-5.16413, -1.09559, 3.38881], [-4.50468, -0.76083, 2.21695], [-3.11355, -0.67802, 2.17591], [-2.23073, -0.24512, 0.61066], [-3.13895, -1.26326, -0.61730], [-3.22362, -0.83614, -1.94190], [-3.85566, -1.62141, -2.89299], [-4.39256, -2.85076, -2.53696], [-4.27838, -3.30110, -1.23023], [-3.64343, -2.51892, -0.27676], [-2.90070, 1.44540, 0.32244], [-2.08654, 2.52495, 0.66625], [-2.53699, 3.82681, 0.50706], [-3.80338, 4.06446, -0.00435], [-4.61991, 2.99727, -0.35212], [-4.17243, 1.69524, -0.19084], [-2.47243, -1.44343, 5.42045], [-4.97210, -1.63414, 5.45789], [-6.24448, -1.15945, 3.38930], [-5.08352, -0.56834, 1.32526], [-2.80427, 0.12144, -2.22406], [-3.93489, -1.27534, -3.91557], [-4.89817, -3.45660, -3.27745], [-4.68738, -4.26300, -0.94891], [-3.54360, -2.88164, 0.73808], [-1.10663, 2.33579, 1.08646], [-1.90615, 4.66137, 0.78733], [-4.15764, 5.07945, -0.12852], [-5.60950, 3.17702, -0.75194], [-4.81499, 0.87603, -0.48275], [2.39515, 3.03498, 0.70204], [3.11233, 1.78765, 0.44543], [3.53398, 1.73921, -0.95094], [4.32190, 1.68769, 1.26832], [4.11708, 1.81343, 2.76806], [3.10888, 0.93099, 3.33600], [2.81274, 1.43482, 4.68033], [3.61064, -0.44242, 3.40442], [3.06061, 3.90879, 0.65919], [1.91015, 2.99340, 1.67978], [1.61750, 3.14834, -0.05400], [4.12106, 2.62711, -1.23129], [2.65068, 1.67691, -1.58628], [4.14440, 0.85369, -1.12370], [5.01836, 2.49108, 0.98026], [4.80148, 0.73543, 1.03072], [3.83600, 2.84037, 3.00481], [5.08773, 1.62876, 3.25210], [3.72723, 1.52613, 5.28395], [2.12654, 0.77274, 5.18886], [2.34284, 2.41642, 4.60530], [4.59630, -0.49595, 3.88845], [3.69036, -0.86236, 2.39566], [2.91354, -1.05417, 3.97535], [0.25991, 1.31237, -1.22587], [-0.64533, 1.74290, -2.35595], [0.30569, 1.40211, -3.88916], [0.59327, 2.73119, -4.57701], [0.76780, 3.76112, -3.46372], [-0.41726, 3.55245, -2.53383], [-0.25070, 0.69700, -4.50496], [1.20707, 0.92055, -3.51586], [-0.24893, 3.01580, -5.21093], [1.47817, 2.65778, -5.20937], [0.79074, 4.77806, -3.85503], [1.70281, 3.58720, -2.92800], [-1.34130, 3.94450, -2.96286], [-0.28507, 3.95133, -1.52980]], "forces_ev_per_angstrom": [[0.0, -0.5, -0.1], [0.2, 0.3, -0.1], [0.2, 0.2, 0.3], [0.0, -0.3, -0.1], [-0.4, 0.1, 0.0], [0.0, 0.4, 0.0], [0.0, -0.1, -0.1], [0.1, -0.1, 0.3], [-0.2, 0.2, 0.2], [0.1, -0.1, -0.1], [-0.1, -0.1, 0.0], [0.0, -0.1, -0.1], [0.0, -0.1, -0.1], [0.0, 0.0, 0.0], [0.0, -0.1, 0.0], [0.1, 0.0, 0.1], [0.0, -0.1, 0.0], [0.0, 0.0, 0.0], [0.0, 0.1, -0.1], [0.0, 0.1, -0.1], [0.1, -0.1, 0.0], [0.0, 0.0, 0.0], [0.1, 0.1, -0.2], [0.1, 0.0, 0.6], [-0.1, 0.1, 0.0], [0.3, 0.2, -0.2], [0.1, 0.0, -0.1], [0.2, 0.0, 0.0], [0.0, 0.0, -0.1], [-0.1, 0.0, 0.0], [0.2, 0.0, 0.0], [0.0, -0.1, 0.0], [-0.6, 0.3, -0.1], [0.2, 0.0, 0.1], [0.0, 0.0, 0.1], [0.0, 0.0, 0.0], [0.0, 0.0, 0.0], [0.0, -0.1, 0.0], [0.0, 0.1, 0.0], [0.2, -0.1, -0.1], [-0.1, -0.1, 0.1], [0.0, 0.1, 0.0], [0.0, 0.0, 0.0], [0.0, 0.0, 0.0], [0.1, 0.0, 0.0], [-0.1, 0.0, 0.0], [0.0, 0.0, 0.0], [0.0, 0.0, 0.0], [0.0, 0.0, -0.1], [-0.1, 0.0, 0.0], [0.0, 0.0, 0.0], [0.0, 0.0, 0.0], [0.0, 0.0, 0.0], [-0.1, 0.0, 0.0], [0.0, 0.1, 0.0], [0.0, 0.0, 0.0], [0.0, 0.0, 0.0], [0.0, 0.0, 0.0], [0.0, 0.0, 0.0], [-0.1, -0.2, 0.0], [0.2, 0.1, 0.0], [-0.2, 0.0, -0.1], [0.0, -0.1, 0.1], [-0.2, 0.0, -0.3], [0.0, 0.0, 0.1], [0.0, -0.1, -0.2], [-0.2, 0.1, -0.1], [0.0, 0.0, 0.0], [0.1, 0.1, 0.0], [0.0, 0.0, 0.0], [0.0, 0.0, 0.0], [0.0, 0.1, 0.0], [0.1, 0.0, 0.0], [0.1, -0.1, 0.0], [0.0, 0.0, 0.0], [0.0, 0.0, 0.0], [0.1, 0.1, 0.0], [0.0, 0.0, 0.0], [-0.2, -0.2, 0.1], [0.0, 0.0, 0.0], [0.0, 0.0, 0.0], [0.1, 0.0, 0.1], [-0.1, 0.0, 0.0], [0.2, 0.0, 0.2], [-0.1, 0.4, -0.3], [-0.2, 0.0, 0.0], [0.1, 0.1, 0.1], [0.0, 0.0, -0.1], [0.1, -0.2, 0.0], [0.0, 0.0, 0.1], [0.1, 0.0, 0.0], [0.0, 0.0, 0.0], [0.0, 0.0, 0.0], [0.0, 0.0, 0.0], [0.0, 0.0, 0.0], [0.0, 0.0, 0.0], [-0.1, 0.0, 0.0]]}